Entry 1:
Entry from OMol25: a 2-piece molecular cluster, C2H3F2IO overall in a non-equilibrium geometry (ωB97M-V/def2-TZVPD).

Properties
* spin multiplicity: 1
* frontier orbital gap: 9.55 eV
* net charge: 0
* LUMO energy: 0.23 eV

Each line ends with the natural charge from an NBO analysis.
CARTESIAN COORDINATES (ANGSTROEM)
F -0.9014 -1.2788 0.8105  -0.315
C -1.1132 0.2576 -0.8540  -0.584
I -2.6704 1.3346 0.0481  0.189
H -0.7741 0.3417 -1.8942  0.244
F 0.3814 -1.4991 -0.8688  -0.271
C -0.5127 -0.7795 -0.3394  0.736
H 1.4068 1.2024 0.9515  0.473
H 2.0355 -0.1725 1.3936  0.472
O 2.1480 0.5936 0.7528  -0.944

***

Entry 2:
Entry from OMol25: one molecule with the formula C3H8NOP in a non-equilibrium geometry (ωB97M-V/def2-TZVPD).

Properties
* spin multiplicity: 1
* frontier orbital gap: 9.44 eV
* net charge: 0
* LUMO energy: 0.63 eV

Each line ends with the natural charge from an NBO analysis.
CARTESIAN COORDINATES (ANGSTROEM)
O 0.7475 -1.1268 -1.1616  -0.656
H 2.3657 -0.5669 1.4872  0.241
H -3.5118 1.4846 -0.0994  0.362
H -0.1926 -1.1386 -1.4488  0.478
H 2.9932 -0.8237 -0.0614  0.243
N -2.6435 1.3816 0.5372  -1.236
C 2.2220 -0.2675 0.3977  -0.691
H 0.0423 1.1738 1.1536  0.268
P -1.7644 0.1847 -0.1106  1.318
H -1.6626 -0.0243 -1.5067  -0.127
C -0.1151 0.4439 0.3479  -0.728
H 2.6946 0.7550 0.4906  0.245
H -2.0389 -1.1509 0.0480  -0.109
C 0.8637 -0.3247 -0.0738  0.392

***

Entry 3:
Entry from OMol25: a 6-piece molecular cluster, C5H24N2O5 overall in a non-equilibrium geometry (ωB97M-V/def2-TZVPD).

Properties
* spin multiplicity: 1
* frontier orbital gap: 8.76 eV
* net charge: 0
* LUMO energy: 0.25 eV

Each line ends with the natural charge from an NBO analysis.
CARTESIAN COORDINATES (ANGSTROEM)
H -1.0840 -0.8405 0.0921  0.206
H -0.2190 -0.4152 1.6923  0.179
H -0.2655 1.9044 0.9656  0.177
N 1.2362 0.8819 0.0681  -0.455
H 2.7096 0.1395 -1.2136  0.198
C -0.2248 1.1150 0.2216  -0.047
H -2.4767 -2.3558 -2.7091  0.470
C 1.6630 0.4111 -1.2434  -0.407
H 3.8760 -2.4238 1.0245  0.465
H 3.7250 -1.1864 0.2284  0.466
H 0.3248 -0.6432 -3.2268  0.468
C -0.8965 -0.1249 0.8887  -0.222
H 0.2731 -1.2234 4.6636  0.465
C -1.0751 1.5120 -0.9889  -0.665
H -0.9608 2.5868 -1.1738  0.217
O -2.0605 -1.5657 -2.3335  -0.947
H 2.9251 1.7851 0.9501  0.195
O 4.1744 -2.0399 0.1911  -0.930
H 2.2387 2.6839 -0.4599  0.177
O 0.7246 -0.3722 4.7078  -0.926
H -0.6047 1.2198 -1.9002  0.232
H -2.0317 0.8778 2.2989  0.365
O 0.1575 -0.1138 -4.0085  -0.940
O -2.8976 -2.4244 0.9932  -0.964
H -2.9986 0.3564 1.0017  0.380
H -2.1515 -3.0048 0.8289  0.471
H -2.7380 -1.4373 -1.6465  0.479
C 2.0143 2.0735 0.4164  -0.415
H 0.9652 -0.3545 -1.5651  0.182
H 0.3882 0.0518 3.9090  0.462
H -0.7580 -0.3112 -4.2282  0.476
H -2.0830 1.1203 -0.9937  0.210
H 1.4955 2.6216 1.1919  0.196
H 1.5395 1.2050 -1.9976  0.178
H -2.7566 -1.9786 1.8345  0.491
N -2.1481 0.2695 1.5204  -0.891

***

Entry 4:
Entry from OMol25: C46H59IrN6PS2SbSi3 as an isolated structure in a non-equilibrium geometry (ωB97M-V/def2-TZVPD).

Properties
* spin multiplicity: 6
* ⟨S²⟩: 8.7876
* frontier orbital gap (spin up / spin down): 5.98 / 5.81 eV
* net charge: +3
* LUMO energy (spin up / spin down): -7.93 / -9.20 eV

Each line ends with the Mulliken spin population.
CARTESIAN COORDINATES (ANGSTROEM)
H -3.6388 2.5631 0.5975  -0.005
C 3.3574 -0.9990 3.7071  0.041
C -5.2636 -0.7171 -4.3511  0.005
C 3.1255 2.5459 -2.0280  0.032
C -3.7598 1.7457 -5.0817  0.013
H 1.4241 -1.5169 4.6305  -0.002
C 4.2770 0.0838 3.5054  0.073
H -5.3208 3.0993 0.6463  0.000
C -4.6564 -0.9126 -1.1075  0.007
H -0.4318 3.1975 -4.0850  0.015
C -0.3672 4.3057 0.4585  -0.013
C 7.3326 -2.4626 2.2359  -0.011
C -1.4255 -0.0112 3.3725  -0.001
H -2.5578 -1.8081 -3.4363  -0.001
H 2.2156 -3.4158 -4.0585  0.001
C 0.4885 -5.7737 2.2012  0.052
C 2.7267 2.4954 1.0559  0.025
C 2.2452 -0.7954 4.5542  0.057
C 1.4967 -4.0246 3.5110  0.054
H -3.5700 -3.2024 1.0820  0.001
H -5.0294 4.7831 -1.9702  0.008
H 3.7271 2.7586 1.4045  -0.001
H 2.5874 -0.9846 -4.5440  -0.001
H 4.8785 2.0919 4.1713  0.001
H -4.6695 3.9786 -3.4895  0.001
C 4.9767 -2.5239 1.7960  0.087
C 2.2549 -3.5807 2.4290  0.128
H 3.8993 3.1839 -1.6539  0.002
H -2.3241 -1.3188 -5.1143  0.000
H 8.6226 -2.6568 0.5662  0.001
N 1.7672 -0.3193 -2.8090  0.041
S -1.1567 5.6775 1.1888  0.008
H 3.4781 1.9426 -2.8670  0.001
C 2.0929 -1.2910 -3.6376  0.006
H -5.3606 -1.6592 -3.8268  0.000
H 2.1484 3.4203 1.1056  0.008
C -2.3346 -0.9602 -4.0790  0.056
H -1.5525 -1.8834 0.7881  -0.019
C 1.8771 -2.6339 -3.3411  0.022
C 1.2570 -2.9619 -2.1478  0.002
H -5.6069 -2.5871 -0.1872  0.001
S -1.9960 0.5254 4.9121  0.008
H 2.5504 -3.9058 0.3223  0.025
H 0.9056 3.5707 -0.8543  0.022
H -2.3273 2.9763 4.8695  0.000
C 4.1550 1.2581 4.2548  -0.021
H -0.5690 -1.6023 2.4479  0.007
C -6.6480 1.9695 -1.9527  0.001
H -3.4998 1.4659 -6.0873  0.000
H 2.3633 1.8560 1.8629  -0.007
H 1.0280 -4.0183 -1.9399  0.000
C 1.0577 0.4212 -0.6796  0.530
H 4.0835 -0.5485 -1.1276  0.010
H 5.1323 -0.0732 2.8436  0.001
C -0.4824 2.1192 -3.8752  0.077
H -7.2994 2.8498 -1.8319  0.000
H 0.5193 1.7019 -3.6765  0.003
H -4.7936 2.1370 -5.1632  0.002
C -2.0296 2.1132 4.2745  0.005
C -4.3729 4.0152 -2.4319  0.083
H 0.5076 -2.1938 -0.2898  -0.033
C -4.6694 2.3332 0.2466  0.027
C -1.8275 4.5935 2.3632  -0.001
H 5.8284 -2.2441 3.7280  0.000
H -0.1538 -6.6001 2.0810  0.002
H 4.3754 -2.8263 -0.2365  0.015
C 0.5767 -5.0784 3.3685  -0.019
Si -4.8595 2.3661 -1.6170  0.021
C 5.2056 -2.7776 0.4359  0.082
H -6.8612 1.5771 -2.9550  0.000
C -1.4571 3.3510 2.1577  0.031
N -1.3421 0.9074 2.4276  0.060
C 2.1275 0.4022 5.2166  -0.036
N 0.3913 4.4092 -0.6575  0.028
C 1.1946 -5.3431 1.0862  -0.019
H 8.2258 -2.4257 2.8885  0.001
H 0.8068 5.2906 -0.9345  0.001
Sb -1.6452 1.9592 -2.0894  0.427
H -3.1412 2.6251 -4.8105  -0.002
H 3.7950 -0.4085 0.5806  0.058
H -0.9958 1.5736 -4.6306  0.002
C -1.6511 2.1586 2.9982  -0.002
H 4.8961 0.7082 -0.2537  -0.002
N -2.4245 -0.4484 -0.4259  0.120
C -3.6007 -2.3237 0.4660  0.018
H -3.3829 4.4594 -2.2984  -0.041
C -4.7462 -1.9546 -0.2585  -0.001
H -5.5035 -0.5927 -1.7266  -0.002
C -2.4586 -1.5891 0.3010  -0.004
Ir -0.4919 1.1300 0.0977  2.113
N -1.0055 -1.3001 3.3147  -0.005
H -2.4498 4.9885 3.1799  0.000
C 6.0347 -2.4244 2.6914  0.039
H -6.1960 -0.1692 -4.2139  0.000
H -5.0291 1.4004 0.6640  0.001
H -5.1200 -0.9172 -5.4084  0.001
Si 2.7085 1.4736 -0.5449  -0.041
H 6.7030 -2.9709 -1.0498  0.000
H -1.3531 -0.5821 -3.7844  -0.028
H 0.0543 -5.3045 4.2581  0.000
C 1.1975 -0.6791 -1.6395  -0.002
H -7.0352 1.2759 -1.2620  0.000
C 0.8966 -1.9641 -1.2538  0.068
H 1.1141 -5.8556 0.1331  0.000
Si -3.7440 0.2733 -3.9381  -0.002
C -3.4688 -0.1791 -1.1932  -0.103
N -0.6886 3.1324 1.0162  0.065
C 3.9760 0.1688 -0.3322  0.007
C -3.5432 0.9813 -2.1472  0.253
C 3.0425 1.4133 5.0613  0.085
H -1.5245 -2.0146 3.8332  -0.001
H 2.3885 3.2011 -2.4274  -0.002
H 2.9488 2.3133 5.7003  0.001
C 7.5850 -2.6580 0.8684  0.035
H 1.2428 0.5371 5.8075  0.001
H 1.5816 -3.5399 4.4579  0.005
C 2.0452 -4.2484 1.1894  0.051
C 6.5317 -2.8456 -0.0136  -0.008
P 3.3807 -2.2482 2.4138  0.291

***

Relative energy (zero: lowest compared OMol25 entry of this formula, charge and spin) (kJ/mol)
152.8, 215.9, 227.4, 22.9